Record 1
The following is a DFT calculation (ωB97M-V/def2-TZVPD) of a structure of composition C5H6IN.

Geometry as XYZ:
```
13
Properties=species:S:1:pos:R:3:forces:R:3:mulliken_charge:R:1
C -0.780 -0.226 -1.860 0.61 -2.02 -2.41 -0.16
C 0.126 0.675 -1.229 1.02 0.32 1.30 -0.73
C 0.574 0.650 1.264 0.44 -2.44 1.12 -0.22
C -1.002 -0.863 -0.475 1.54 -0.11 -0.54 -0.67
C 0.054 0.158 0.023 -2.01 1.11 -2.26 0.36
N 0.559 -0.139 2.262 -0.31 0.54 1.76 -0.57
I -2.430 0.802 -2.937 0.63 -0.60 0.62 0.00
H -0.244 -0.868 -2.645 -1.21 0.77 0.91 0.33
H 0.745 1.335 -1.757 0.82 1.36 -0.15 0.47
H 1.073 1.572 1.270 0.41 1.64 -0.09 0.41
H -2.026 -0.880 -0.362 -2.31 0.68 1.69 0.27
H -0.702 -1.878 -0.351 0.49 -0.87 -0.22 0.26
H 0.885 0.279 3.185 -0.13 -0.39 -1.73 0.24
```
Forces are in eV/Å.

Computed properties:
HOMO energy: -9.29 eV
LUMO: -0.007 hartree
Kohn-Sham gap: 9.090 eV
DFT total energy: -546.47048 hartree



Record 2
The following is a DFT calculation (ωB97M-V/def2-TZVPD) of a structure of composition C5H6InO3.

Geometry as XYZ:
```
15
Properties=species:S:1:pos:R:3:forces:R:3:mulliken_charge:R:1
O -1.619 -1.314 2.384 -1.25 -0.65 2.22 -0.39
C -0.572 -0.738 1.971 2.73 4.13 0.16 0.85
O 0.038 0.207 2.427 -0.64 -2.08 -0.39 -0.44
O -0.308 -1.166 0.663 -0.67 -0.89 -0.20 -0.43
C 0.970 -0.918 0.128 0.90 0.12 -0.54 -0.49
In -2.593 -1.848 0.789 -1.13 -1.04 -1.25 1.17
H 1.749 -1.097 0.878 -0.25 -0.05 -0.13 0.40
H 1.081 -1.612 -0.711 0.13 0.14 0.24 0.38
C 1.105 0.530 -0.356 0.02 0.31 0.00 -0.31
C 0.119 1.010 -1.231 -0.09 0.08 -0.52 0.42
C -0.760 1.487 -2.019 0.27 0.09 0.33 -0.62
H 2.118 0.805 -0.686 -0.15 -0.04 0.03 0.46
H 0.902 1.224 0.508 0.09 -0.05 0.05 0.34
H -1.441 2.279 -1.682 0.05 -0.12 -0.12 0.33
H -0.788 1.151 -3.065 -0.02 0.07 0.13 0.32
```
Forces are in eV/Å.

Computed properties:
multiplicity: 2
⟨S²⟩: 0.755
net charge: +2
HOMO energy (alpha / beta): -19.16 / -19.08 eV
LUMO (alpha / beta): -0.364 / -0.465 hartree
Kohn-Sham gap (alpha / beta): 9.250 / 6.412 eV
DFT total energy: -609.15969 hartree



Record 3
The following is a DFT calculation (ωB97M-V/def2-TZVPD) of a structure of composition C5H6LiO3Tl.

Geometry as XYZ:
```
16
Properties=species:S:1:pos:R:3:forces:R:3:mulliken_charge:R:1
O -0.847 -0.230 -0.111 -2.02 -0.91 -3.74 -0.32
C -1.398 0.231 -1.418 0.12 -0.86 1.06 0.81
C 0.232 0.239 0.344 3.98 0.09 8.71 0.81
O -2.408 -0.383 -1.700 -0.40 -0.29 -0.69 -0.72
O -0.751 1.124 -1.933 0.36 0.48 -0.12 -0.58
C 0.267 1.050 1.547 -5.05 2.26 -1.92 -1.04
Li -3.412 -1.145 -3.033 -0.10 0.00 0.40 0.95
H 0.459 1.747 0.394 1.61 -1.21 1.10 0.25
H -0.560 1.774 1.619 -0.27 0.66 -0.47 0.39
H -0.013 0.553 2.482 2.43 -0.05 0.88 0.40
Tl -0.032 2.129 -4.061 0.20 0.34 -0.40 0.84
C 1.525 -0.498 1.109 -0.38 0.51 -5.14 -0.13
C 1.499 -1.830 1.249 -0.37 -1.10 -0.17 -0.62
H 2.397 -2.419 1.059 0.11 0.13 1.15 0.28
H 2.469 0.043 1.037 -0.34 -0.12 -0.14 0.38
H 0.573 -2.384 1.415 0.12 0.10 -0.49 0.29
```
Forces are in eV/Å.

Computed properties:
net charge: +2
HOMO energy (alpha / beta): -16.09 / -15.93 eV
LUMO (alpha / beta): -0.335 / -0.342 hartree
Kohn-Sham gap (alpha / beta): 6.978 / 6.636 eV
DFT total energy: -599.02227 hartree



Record 4
The following is a DFT calculation (ωB97M-V/def2-TZVPD) of a structure of composition C5H6LiO4Sr.

Geometry as XYZ:
```
17
Properties=species:S:1:pos:R:3:forces:R:3:mulliken_charge:R:1
C -0.035 -1.819 1.296 -0.20 -0.20 0.67 -0.60
C -1.221 -2.362 0.500 -0.02 -0.12 -0.06 -0.51
C -2.535 -1.895 1.048 0.08 0.14 0.18 -0.44
C -3.234 -0.835 0.557 -0.38 0.21 0.36 -0.21
O -4.188 -0.203 1.186 0.68 -0.19 0.02 -0.90
O 0.178 -0.422 1.078 -0.29 1.45 0.61 -0.41
Sr 1.099 1.262 -0.571 -0.18 -0.09 0.26 0.91
Li -3.049 -0.130 2.676 -0.02 -0.04 -0.52 0.88
H 0.897 -2.337 1.032 -0.09 0.25 -0.01 0.36
H -0.204 -1.950 2.374 0.01 -0.13 -0.24 0.28
H -1.141 -3.461 0.518 0.00 0.21 -0.04 0.33
H -1.105 -2.054 -0.551 -0.04 -0.06 0.17 0.24
H -2.859 -2.338 2.002 0.02 0.05 -0.29 0.39
H -2.927 -0.437 -0.432 -0.06 -0.09 0.11 0.25
O -1.181 0.364 2.872 0.34 -0.35 -0.11 -0.71
O -0.098 1.765 1.484 0.31 -0.23 0.00 -0.82
C -0.437 0.664 1.956 -0.14 -0.81 -1.11 0.96
```
Forces are in eV/Å.

Computed properties:
multiplicity: 2
⟨S²⟩: 0.750
HOMO energy (alpha / beta): -5.58 / -7.20 eV
LUMO (alpha / beta): -0.007 / -0.017 hartree
Kohn-Sham gap (alpha / beta): 5.391 / 6.747 eV
DFT total energy: -533.37188 hartree



Record 5
The following is a DFT calculation (ωB97M-V/def2-TZVPD) of a structure of composition C5H6N.

Geometry as XYZ:
```
12
Properties=species:S:1:pos:R:3:forces:R:3:mulliken_charge:R:1
C 0.015 1.019 -1.168 -1.16 -0.90 0.97 0.26
C -0.715 0.370 -0.431 1.29 0.86 -1.43 0.46
C 0.204 -2.178 2.436 -2.02 2.58 -2.21 -0.51
C -0.483 -1.431 1.560 0.20 -0.83 0.17 0.38
C 0.776 1.856 -2.027 0.31 0.50 -0.57 -1.16
N -1.430 -0.200 0.465 1.17 -1.80 3.40 -0.30
H 0.483 -1.834 3.427 -0.06 0.23 0.11 0.30
H 0.497 -3.184 2.157 -0.04 -0.16 -0.32 0.28
H 0.612 1.622 -3.080 0.09 -0.02 0.06 0.32
H 0.507 2.899 -1.839 0.10 -0.02 -0.02 0.30
H 1.837 1.742 -1.791 0.02 0.02 -0.03 0.32
H -2.302 -0.683 0.292 0.09 -0.46 -0.13 0.35
```
Forces are in eV/Å.

Computed properties:
net charge: +1
HOMO energy (alpha / beta): -13.74 / -13.74 eV
LUMO (alpha / beta): -0.241 / -0.241 hartree
Kohn-Sham gap (alpha / beta): 7.180 / 7.189 eV
DFT total energy: -248.32405 hartree



Record 6
The following is a DFT calculation (ωB97M-V/def2-TZVPD) of a structure of composition C5H6N.

Geometry as XYZ:
```
12
Properties=species:S:1:pos:R:3:forces:R:3:mulliken_charge:R:1
C -1.684 0.293 0.022 0.01 -2.20 0.24 0.24
C -2.599 1.182 0.033 -1.83 1.98 0.17 -0.14
C -1.689 -1.206 0.204 -0.52 0.81 -0.47 -0.25
C -0.425 -1.220 -0.241 -0.83 -4.81 1.25 -0.33
C 0.820 0.972 0.191 0.35 -0.14 0.64 -0.76
N -0.349 0.198 -0.452 4.45 0.80 -0.36 0.03
H -2.534 -1.883 0.384 0.80 0.25 0.20 0.42
H 0.204 -2.188 -0.385 -0.34 2.63 -0.15 0.38
H 1.812 0.422 0.197 -1.62 0.19 -0.14 0.33
H 0.954 1.897 -0.335 -0.06 0.33 -0.62 0.36
H 0.504 1.272 1.183 0.08 -0.44 0.28 0.34
H -0.215 0.324 -1.437 -0.49 0.60 -1.06 0.38
```
Forces are in eV/Å.

Computed properties:
net charge: +1
HOMO energy: -15.26 eV
LUMO: -0.234 hartree
Kohn-Sham gap: 8.907 eV
DFT total energy: -248.35272 hartree



Record 7
The following is a DFT calculation (ωB97M-V/def2-TZVPD) of a cluster of 2 separate species, C5H6N in total.

Geometry as XYZ:
```
12
Properties=species:S:1:pos:R:3:forces:R:3:mulliken_charge:R:1
C -4.104 -0.154 -0.030 4.70 -3.70 -0.47 -0.57
C -5.052 0.514 0.051 -4.97 3.70 0.46 0.50
C 1.222 -0.198 0.076 0.69 -0.60 -3.52 -0.34
C 0.413 1.117 -0.074 -0.36 0.46 3.10 -0.55
C -0.217 -0.232 0.105 -0.59 0.35 -1.92 0.42
N -1.272 -0.953 -0.096 0.11 0.67 0.50 -0.14
H 1.928 -0.709 -0.732 -1.99 1.28 1.38 0.28
H 1.613 -0.419 0.996 1.09 -0.04 2.55 0.28
H 0.376 2.000 0.686 0.31 -2.26 -0.66 0.27
H 0.296 1.629 -0.986 -0.26 -0.24 -1.59 0.27
H -2.231 -0.509 -0.016 1.10 -0.41 -0.35 0.30
H -1.239 -1.969 -0.297 0.17 0.80 0.51 0.29
```
Forces are in eV/Å.

Computed properties:
net charge: +1
HOMO energy (alpha / beta): -15.65 / -15.64 eV
LUMO (alpha / beta): -0.285 / -0.251 hartree
Kohn-Sham gap (alpha / beta): 7.885 / 8.800 eV
DFT total energy: -248.21241 hartree



Record 8
The following is a DFT calculation (ωB97M-V/def2-TZVPD) of a structure of composition C5H6N.

Geometry as XYZ:
```
12
Properties=species:S:1:pos:R:3:forces:R:3:mulliken_charge:R:1
C 0.272 -0.359 -1.869 0.09 -1.63 -1.83 -0.32
C -0.781 -0.002 -1.112 -1.26 -1.25 4.36 0.04
C 1.184 0.427 -0.959 -0.18 -0.11 -0.41 -0.29
C -0.375 -0.218 1.099 -0.52 0.66 1.01 -0.38
C -1.512 -0.939 0.517 3.08 2.06 -5.30 -0.10
N 0.011 0.672 -0.025 -0.19 0.72 1.49 0.06
H 1.958 -0.208 -0.521 -0.16 -0.01 0.06 0.24
H 1.634 1.345 -1.337 -0.15 0.06 0.12 0.34
H -0.653 0.361 1.992 0.13 -0.08 0.06 0.37
H 0.451 -0.879 1.404 -0.16 -0.05 -0.19 0.31
H -2.028 -1.865 0.647 -0.57 -0.35 0.53 0.35
H -0.160 1.664 0.162 -0.11 -0.02 0.10 0.39
```
Forces are in eV/Å.

Computed properties:
net charge: +1
HOMO energy (alpha / beta): -13.47 / -13.11 eV
LUMO (alpha / beta): -0.261 / -0.296 hartree
Kohn-Sham gap (alpha / beta): 6.373 / 5.059 eV
DFT total energy: -248.22239 hartree



Record 9
The following is a DFT calculation (ωB97M-V/def2-TZVPD) of the ion C5H6N with charge +1.

Geometry as XYZ:
```
12
Properties=species:S:1:pos:R:3:forces:R:3:mulliken_charge:R:1
C -2.491 0.101 0.246 3.63 -3.27 -0.39 -0.07
C -3.315 0.895 -0.308 -1.02 1.10 -0.42 -0.15
C -1.560 -0.930 0.067 -4.89 2.01 0.76 -0.26
C -0.154 -0.759 -0.014 -1.02 4.30 -0.02 0.24
C 1.926 0.618 -0.043 -0.24 0.31 1.25 -0.72
N 0.459 0.383 -0.120 0.93 -1.08 -0.68 -0.14
H -2.005 -1.950 0.092 0.79 0.62 -0.14 0.36
H 0.287 -1.635 0.196 2.87 -2.77 0.15 0.45
H 2.137 0.187 0.953 0.54 1.25 -0.02 0.35
H 2.599 0.058 -0.658 -0.37 -0.52 -1.12 0.34
H 2.070 1.718 -0.249 0.13 -1.33 0.84 0.28
H 0.048 1.313 -0.164 -1.35 -0.61 -0.21 0.34
```
Forces are in eV/Å.

Computed properties:
net charge: +1
HOMO energy (alpha / beta): -15.14 / -15.12 eV
LUMO (alpha / beta): -0.286 / -0.286 hartree
Kohn-Sham gap (alpha / beta): 7.360 / 7.340 eV
DFT total energy: -248.37166 hartree



Record 10
The following is a DFT calculation (ωB97M-V/def2-TZVPD) of the ion C5H6N with charge +1.

Geometry as XYZ:
```
12
Properties=species:S:1:pos:R:3:forces:R:3:mulliken_charge:R:1
C -0.158 0.877 -0.113 1.71 2.28 -0.16 -0.17
C 0.825 0.973 -1.201 0.41 -3.10 -3.29 -0.34
C 1.292 0.963 0.252 0.36 3.54 0.45 0.08
C 0.810 -0.328 0.748 1.17 -0.60 -0.26 -0.04
C -1.423 -1.349 0.708 -2.88 1.32 0.93 -0.73
N -0.454 -0.325 0.582 1.69 -0.52 -0.05 0.25
H 1.077 0.073 -1.824 -0.40 0.33 0.84 0.24
H 1.140 1.787 -1.870 -0.97 0.54 1.06 0.33
H 2.101 1.794 0.414 -1.71 -2.17 0.89 0.37
H -2.322 -0.698 0.810 0.03 -0.94 0.67 0.37
H -1.176 -1.848 1.663 -0.42 -0.19 -0.88 0.31
H -1.711 -1.917 -0.168 1.02 -0.49 -0.20 0.33
```
Forces are in eV/Å.

Computed properties:
net charge: +1
HOMO energy (alpha / beta): -14.86 / -14.86 eV
LUMO (alpha / beta): -0.240 / -0.240 hartree
Kohn-Sham gap (alpha / beta): 8.320 / 8.321 eV
DFT total energy: -248.33108 hartree